The following is a quantum chemistry calculation of a single C20H24FN3O2 molecule, from the OMol25 dataset.

Structure (ORCA input):
```
! RIJCOSX wB97M-V def2-TZVPD def2/J DEFGRID3
* xyz 0 1
C 0.103 0.634 -5.439
C 0.141 1.827 -4.488
O 0.751 1.524 -3.252
C 2.109 1.339 -3.181
C 2.991 1.672 -4.200
C 4.359 1.540 -4.038
C 4.868 1.061 -2.846
C 4.000 0.702 -1.833
C 2.619 0.825 -1.969
N 1.826 0.399 -0.900
C 0.475 -0.065 -1.098
C 0.151 -1.073 0.017
N 0.299 -0.455 1.316
C -0.701 0.131 2.049
O -0.464 0.933 2.934
N -1.986 -0.249 1.741
C -3.070 0.136 2.627
C -3.352 -0.922 3.662
C -4.487 -1.719 3.585
C -4.717 -2.716 4.517
C -3.789 -2.908 5.523
F -4.004 -3.882 6.434
C -2.647 -2.133 5.623
C -2.436 -1.139 4.687
C 1.643 0.062 1.498
C 1.982 1.053 0.383
H 1.109 0.298 -5.680
H -0.405 0.914 -6.358
H -0.433 -0.192 -4.978
H -0.878 2.117 -4.216
H 0.625 2.689 -4.964
H 2.620 2.070 -5.132
H 5.019 1.817 -4.846
H 5.933 0.952 -2.709
H 4.390 0.301 -0.910
H 0.402 -0.563 -2.064
H -0.259 0.755 -1.062
H -0.852 -1.468 -0.130
H 0.865 -1.903 -0.037
H -2.122 -1.128 1.268
H -3.959 0.328 2.020
H -2.752 1.063 3.112
H -5.204 -1.557 2.793
H -5.597 -3.338 4.471
H -1.946 -2.311 6.424
H -1.555 -0.517 4.743
H 1.687 0.553 2.471
H 2.340 -0.782 1.474
H 3.005 1.411 0.494
H 1.300 1.915 0.464
*
```

## Properties
- E_tot: -32412.685 eV
- SMILES: CCOc1ccccc1N1CCN(C(=O)NCc2ccc(F)cc2)CC1
- Energy above the lowest of the compared OMol25 structures with the same formula, charge and spin: 17.54 kcal/mol
- Frontier orbital gap: 8.4 eV
- Largest force on an atom: 0.5 eV/Å



The following is a quantum chemistry calculation of a molecular structure, C48H46IN6O7PS2SiSn, from the OMol25 dataset.

Structure (ORCA input):
```
! RIJCOSX wB97M-V def2-TZVPD def2/J DEFGRID3
* xyz -2 1
Sn 0.358 -0.453 0.489
O -2.074 -1.665 -1.524
S -1.435 -1.617 -2.830
O -1.566 -2.839 -3.611
O -0.062 -1.108 -2.812
C -2.391 -0.362 -3.686
C -3.349 -0.798 -4.585
C -4.229 0.103 -5.174
C -4.151 1.442 -4.828
C -3.179 1.874 -3.927
C -2.264 0.994 -3.348
P -0.932 1.551 -2.143
C 0.387 2.080 -3.320
C 0.265 2.105 -4.707
C 1.356 2.427 -5.507
C 2.583 2.728 -4.933
C 2.714 2.715 -3.550
C 1.626 2.391 -2.751
C -1.623 3.195 -1.661
C -2.335 3.223 -0.462
C -2.929 4.393 -0.006
C -2.787 5.567 -0.734
C -2.041 5.563 -1.905
C -1.464 4.388 -2.365
H -3.394 -1.857 -4.807
H -4.975 -0.242 -5.881
H -4.837 2.161 -5.262
H -3.136 2.924 -3.683
H -0.678 1.858 -5.176
H 1.246 2.433 -6.585
H 3.438 2.954 -5.560
H 3.667 2.945 -3.089
H 1.730 2.365 -1.670
H -2.384 2.320 0.143
H -3.492 4.388 0.919
H -3.230 6.489 -0.374
H -1.905 6.483 -2.463
H -0.883 4.394 -3.281
O 1.138 -4.499 -3.567
C 2.145 -4.005 -2.725
N 3.153 -3.326 -3.557
C 4.028 -2.316 -3.344
O 4.941 -2.092 -4.133
C 3.896 -1.451 -2.123
C 5.042 -0.993 -1.493
C 4.929 -0.134 -0.410
C 3.665 0.217 0.029
N 2.566 -0.201 -0.593
C 2.674 -0.996 -1.659
H 0.411 -3.869 -3.640
H 2.613 -4.872 -2.256
H 1.766 -3.361 -1.935
H 3.324 -3.809 -4.427
H 6.010 -1.303 -1.866
H 5.805 0.252 0.093
H 3.508 0.845 0.899
H 1.746 -1.228 -2.181
C -0.276 -5.225 0.037
Si 0.609 -3.904 1.042
C 2.262 -4.672 1.580
C -0.418 -3.671 2.609
O 0.838 -2.553 0.222
H -0.340 -6.175 0.583
H 0.239 -5.404 -0.914
H -1.293 -4.893 -0.205
H 2.203 -5.149 2.566
H 3.020 -3.881 1.633
H 2.608 -5.426 0.862
H -0.318 -4.509 3.308
H -1.479 -3.554 2.358
H -0.094 -2.757 3.123
I -1.287 6.055 4.797
C -0.543 4.152 4.362
C 0.662 3.717 4.875
C 1.084 2.438 4.531
C 0.268 1.650 3.734
N -0.914 2.065 3.269
C -1.297 3.307 3.557
H 1.267 4.356 5.503
H 2.034 2.057 4.883
H 0.576 0.652 3.430
H -2.236 3.640 3.128
S 0.839 4.885 1.165
C 0.842 3.266 0.879
N 0.796 2.113 0.697
C 1.780 -0.740 2.289
C 2.251 -1.219 3.307
C 2.799 -1.782 4.509
C 4.022 -2.460 4.503
C 4.537 -3.006 5.669
C 3.846 -2.888 6.869
C 2.627 -2.221 6.888
C 2.109 -1.675 5.723
H 4.556 -2.560 3.566
H 5.484 -3.533 5.642
H 4.251 -3.315 7.778
H 2.076 -2.128 7.816
H 1.156 -1.160 5.734
N -5.111 0.954 -1.315
C -5.664 0.686 -0.111
O -6.872 0.701 0.083
C -4.699 0.368 0.995
C -5.070 0.619 2.309
C -4.176 0.338 3.329
C -2.927 -0.169 2.993
N -2.574 -0.429 1.738
C -3.446 -0.178 0.764
H -5.712 1.157 -2.094
H -4.116 1.003 -1.458
H -6.055 1.023 2.506
H -4.437 0.513 4.365
H -2.177 -0.371 3.751
H -3.117 -0.476 -0.234
*
```

## Properties
- E_tot: -126570.739 eV
- Energy above the lowest of the compared OMol25 structures with the same formula, charge and spin: 3.47 kcal/mol
- Frontier orbital gap: 5.9 eV
- Largest force on an atom: 0.6 eV/Å



The following is a quantum chemistry calculation of 8 unconnected molecules or ions with the total composition C12H20Br8Cl12 in a non-equilibrium geometry, from the OMol25 dataset.

Structure (ORCA input):
```
! RIJCOSX wB97M-V def2-TZVPD def2/J DEFGRID3
* xyz 0 1
Cl -0.296 4.380 -1.507
C 1.388 4.018 -1.848
Cl 2.080 5.150 -2.990
Cl 1.621 2.357 -2.482
H 1.905 4.101 -0.905
Cl -1.261 3.334 -6.034
C -2.411 2.277 -5.252
Cl -3.487 3.183 -4.193
Cl -1.624 0.984 -4.323
H -2.985 1.764 -6.003
Cl -6.553 -0.804 3.415
C -4.863 -0.959 3.907
Cl -4.272 -2.558 3.541
Cl -4.652 -0.596 5.606
H -4.326 -0.230 3.327
Cl -0.852 -4.855 -0.678
C -1.417 -5.183 0.982
Cl -3.045 -4.561 1.196
Cl -0.280 -4.493 2.138
H -1.444 -6.253 1.096
Br 2.883 0.142 0.051
C 3.442 -1.401 1.084
C 2.329 -2.182 1.722
Br 1.363 -1.175 3.069
H 4.146 -1.028 1.819
H 3.947 -2.068 0.391
H 2.681 -3.123 2.126
H 1.576 -2.410 0.968
Br -1.544 3.338 5.813
C -0.806 2.542 4.200
C 0.139 3.545 3.589
Br 1.075 2.725 2.108
H -1.611 2.219 3.556
H -0.282 1.624 4.470
H 0.870 3.889 4.311
H -0.432 4.436 3.319
Br -2.644 -1.287 -1.973
C -0.962 -0.989 -1.007
C -0.881 0.429 -0.495
Br -2.070 0.615 1.052
H -0.135 -1.200 -1.680
H -1.003 -1.709 -0.204
H -1.253 1.147 -1.194
H 0.116 0.568 -0.088
Br 3.954 0.436 -4.603
C 3.951 -0.918 -3.175
C 2.574 -1.529 -3.198
Br 2.348 -3.069 -2.049
H 4.239 -0.367 -2.302
H 4.682 -1.663 -3.470
H 2.303 -1.790 -4.221
H 1.782 -0.803 -2.984
*
```

## Properties
- E_tot: -723377.927 eV
- SMILES: ClC(Cl)Cl.ClC(Cl)Cl.ClC(Cl)Cl.ClC(Cl)Cl.BrCCBr.BrCCBr.BrCCBr.BrCCBr
- Energy above the lowest of the compared OMol25 structures with the same formula, charge and spin: 0.00 kcal/mol
- Frontier orbital gap: 10.1 eV
- Largest force on an atom: 1.5 eV/Å



The following is a quantum chemistry calculation of a gas-phase ion, CH4N3 (charge +1) in a non-equilibrium geometry, from the OMol25 dataset.

Structure (ORCA input):
```
! RIJCOSX wB97M-V def2-TZVPD def2/J DEFGRID3
* xyz 1 1
N 0.069 0.353 -0.944
N -0.420 -0.494 0.057
C -0.206 -0.373 1.511
N 0.700 -1.157 1.144
H 0.988 -0.041 -1.410
H 0.105 1.369 -0.781
H -0.535 0.276 -1.894
H -0.700 0.068 2.317
*
```

## Properties
- E_tot: -5559.831 eV
- SMILES: [NH3+]N1C=N1
- Energy above the lowest of the compared OMol25 structures with the same formula, charge and spin: 116.55 kcal/mol
- Frontier orbital gap: 11.3 eV
- Largest force on an atom: 4.7 eV/Å



The following is a quantum chemistry calculation of 4 unconnected molecules or ions with the total composition CH8NO5 in a non-equilibrium geometry, from the OMol25 dataset.

Structure (ORCA input):
```
! RIJCOSX wB97M-V def2-TZVPD def2/J DEFGRID3
* xyz -1 1
N 1.719 1.146 0.472
C 0.936 0.194 -0.197
O -0.259 0.119 0.165
O 1.504 -0.568 -1.048
H 1.413 1.723 1.242
H 2.687 1.159 0.203
H -1.605 0.031 -0.784
H -1.918 -0.597 -2.042
O -2.378 -0.092 -1.408
H -0.041 0.502 2.635
H -0.764 1.594 2.212
O -0.398 1.235 3.034
H -0.714 -2.672 -1.073
H 0.257 -1.539 -1.548
O -0.438 -2.234 -1.861
*
```

## Properties
- E_tot: -12897.513 eV
- Energy above the lowest of the compared OMol25 structures with the same formula, charge and spin: 5.94 kcal/mol
- Frontier orbital gap: 9.6 eV
- Largest force on an atom: 3.9 eV/Å



The following is a quantum chemistry calculation of a molecular structure, C34H35N5O12Sr in a non-equilibrium geometry, from the OMol25 dataset.

Structure (ORCA input):
```
! RIJCOSX wB97M-V def2-TZVPD def2/J DEFGRID3
* xyz 1 2
Sr -0.761 0.443 -0.916
C -3.820 -1.430 -2.846
C -4.210 -0.274 -1.925
O -3.221 0.614 -1.401
H -4.775 -1.948 -2.936
H -3.070 -2.038 -2.340
H -3.551 -0.949 -3.787
H -4.748 -0.800 -1.137
H -5.027 0.288 -2.377
C 1.856 -1.414 -4.738
C 1.863 -0.790 -3.344
O 0.571 -0.525 -2.788
H 1.256 -2.322 -4.677
H 2.870 -1.622 -5.077
H 1.400 -0.749 -5.472
H 2.390 0.161 -3.421
H 2.486 -1.367 -2.660
C -1.161 1.899 6.462
C -1.318 0.531 6.427
C -1.547 -0.054 5.189
C -1.536 0.672 3.986
C -1.161 2.005 4.009
C -1.069 2.622 5.236
N -1.701 -0.049 2.689
O -2.296 -1.086 2.639
O -1.367 0.507 1.714
H -1.169 2.424 7.406
H -1.428 0.035 7.380
H -1.702 -1.115 5.059
H -1.012 2.593 3.116
H -0.844 3.666 5.078
C 3.744 -4.912 1.133
C 3.065 -4.603 2.341
C 2.491 -3.383 2.509
C 2.355 -2.542 1.423
C 2.842 -2.865 0.161
C 3.598 -4.044 0.079
N 1.623 -1.236 1.506
O 1.344 -0.815 2.588
O 1.261 -0.661 0.453
H 4.237 -5.873 1.097
H 3.016 -5.365 3.105
H 1.992 -3.205 3.451
H 2.720 -2.219 -0.696
H 4.238 -4.181 -0.779
C 2.310 4.126 4.781
C 2.008 5.157 3.942
C 1.690 4.956 2.634
C 1.665 3.622 2.164
C 2.114 2.567 2.987
C 2.393 2.817 4.395
N 1.085 3.304 0.829
O 0.624 2.132 0.589
O 0.818 4.223 -0.032
H 2.594 4.299 5.808
H 1.798 6.173 4.244
H 1.325 5.704 1.945
H 2.052 1.550 2.629
H 2.619 2.020 5.087
C 1.183 -5.638 -2.206
C 0.616 -4.425 -2.654
C -0.136 -3.705 -1.723
C -0.234 -4.117 -0.344
C 0.363 -5.323 0.068
C 1.009 -6.086 -0.891
N -0.967 -3.224 0.603
O -1.248 -2.079 0.214
O -1.156 -3.611 1.721
H 1.749 -6.231 -2.910
H 0.825 -4.035 -3.640
H -0.557 -2.760 -2.036
H 0.446 -5.680 1.084
H 1.592 -6.905 -0.499
C -3.495 4.510 -5.699
C -2.467 5.431 -5.450
C -1.485 5.175 -4.471
C -1.490 3.915 -3.734
C -2.476 2.997 -4.085
C -3.476 3.278 -5.044
N -0.430 3.502 -2.801
O -0.579 2.617 -2.016
O 0.603 4.210 -2.828
H -4.322 4.810 -6.325
H -2.317 6.335 -6.021
H -0.639 5.842 -4.396
H -2.549 2.042 -3.587
H -4.174 2.481 -5.251
*
```

## Properties
- E_tot: -68661.018 eV
- Frontier orbital gap (spin up / spin down): 6.1 / 4.2 eV
- Largest force on an atom: 5.3 eV/Å



The following is a quantum chemistry calculation of a single C5H8N2 molecule, from the OMol25 dataset.

Structure (ORCA input):
```
! RIJCOSX wB97M-V def2-TZVPD def2/J DEFGRID3
* xyz 0 1
C -1.807 -0.463 0.372
N -0.539 -0.244 -0.297
C -0.230 -0.534 -1.578
C 0.870 0.173 -2.112
C 1.154 0.935 -1.001
N 0.356 0.716 0.134
C 1.200 0.263 1.263
H -2.456 0.417 0.300
H -1.661 -0.718 1.425
H -2.301 -1.301 -0.129
H -0.861 -1.280 -2.059
H 1.934 1.677 -0.830
H 2.191 0.713 1.160
H 1.329 -0.822 1.179
H 0.784 0.537 2.231
*
```

## Properties
- E_tot: -8290.966 eV
- SMILES: CN1C=C=CN1C
- Energy above the lowest of the compared OMol25 structures with the same formula, charge and spin: 92.95 kcal/mol
- Frontier orbital gap: 8.0 eV
- Largest force on an atom: 0.4 eV/Å



The following is a quantum chemistry calculation of a single C2H3N3OS molecule in a non-equilibrium geometry, from the OMol25 dataset.

Structure (ORCA input):
```
! RIJCOSX wB97M-V def2-TZVPD def2/J DEFGRID3
* xyz 0 1
H 0.931 1.610 2.229
N 1.111 0.637 2.005
C 0.488 0.234 0.995
N -0.236 1.003 0.042
C -0.487 0.184 -0.898
S -1.235 0.688 -2.408
O -0.095 -1.096 -0.716
N 0.281 -1.125 0.640
H -1.876 -0.447 -2.566
H 1.118 -1.689 0.678
*
```

## Properties
- E_tot: -19473.731 eV
- SMILES: [H]/N=c1\nc(S)o[nH]1
- Energy above the lowest of the compared OMol25 structures with the same formula, charge and spin: 31.26 kcal/mol
- Frontier orbital gap: 10.0 eV
- Largest force on an atom: 1.2 eV/Å



What did the seventh record say?
The following is a quantum chemistry calculation of a single C5H8N2 molecule, from the OMol25 dataset.

Structure (ORCA input):
```
! RIJCOSX wB97M-V def2-TZVPD def2/J DEFGRID3
* xyz 0 1
C -1.807 -0.463 0.372
N -0.539 -0.244 -0.297
C -0.230 -0.534 -1.578
C 0.870 0.173 -2.112
C 1.154 0.935 -1.001
N 0.356 0.716 0.134
C 1.200 0.263 1.263
H -2.456 0.417 0.300
H -1.661 -0.718 1.425
H -2.301 -1.301 -0.129
H -0.861 -1.280 -2.059
H 1.934 1.677 -0.830
H 2.191 0.713 1.160
H 1.329 -0.822 1.179
H 0.784 0.537 2.231
*
```

## Properties
- E_tot: -8290.966 eV
- SMILES: CN1C=C=CN1C
- Energy above the lowest of the compared OMol25 structures with the same formula, charge and spin: 92.95 kcal/mol
- Frontier orbital gap: 8.0 eV
- Largest force on an atom: 0.4 eV/Å



- What is the E_tot in the third record?
  -723377.927 eV



- Among the records above, which one has the lowest E_tot?
  C12H20Br8Cl12